Entry 1:
ORCA calculation (wB97M-V/def2-TZVPD) on a structure of composition C40H66F2O14S7 at a distorted geometry.

## Properties
- E_HOMO (hartree) = -0.32780
- spin multiplicity = 1
- gap between HOMO and LUMO (Ha) = 0.3278
- net charge = 0
- energy (eV) = -152478.76541
- energy relative to the best compared isomer or geometry (same formula, charge and spin) (kJ/mol) = 0.00

Geometry (Å):
S  -4.73  5.25  46.07
S  -9.25  7.89  47.60
S  0.71  5.49  47.34
S  -4.81  9.50  48.36
S  -3.98  1.28  49.01
S  -1.46  2.69  42.50
S  -7.27  10.63  41.57
F  0.17  11.66  44.91
F  -6.32  4.29  38.65
O  -5.20  2.08  48.78
O  -8.53  7.15  48.61
O  -5.97  10.17  48.07
O  -4.52  8.37  47.55
O  -3.97  5.98  45.04
O  0.52  4.21  46.67
O  -9.01  7.79  46.14
O  -6.04  11.43  41.65
O  1.41  6.59  46.64
O  -2.36  3.12  41.50
O  -8.41  11.31  41.17
O  -4.06  0.29  50.05
O  -1.55  1.46  43.10
O  -4.09  4.97  47.30
C  -1.81  11.01  43.77
C  -3.83  6.71  40.80
C  -1.08  9.70  45.60
C  -6.64  3.81  45.04
C  -0.26  4.86  43.17
C  -4.56  5.67  41.51
C  -3.14  10.83  49.86
C  -4.02  6.98  39.45
C  -1.78  1.61  48.13
C  -6.34  5.90  46.32
C  -3.14  9.11  44.46
C  -0.80  5.91  49.48
C  -5.47  4.90  40.71
C  -7.46  9.93  43.17
C  -7.39  8.56  43.11
C  -10.33  9.80  48.87
C  -3.44  10.54  48.41
C  -3.65  0.39  47.49
C  -1.12  3.92  43.82
C  -11.46  9.06  48.23
C  -5.57  5.21  39.34
C  -0.83  10.86  44.76
C  0.77  4.04  42.42
C  -5.23  3.58  45.41
C  0.30  4.95  49.88
C  -0.78  6.19  47.91
C  -7.22  4.82  46.04
C  -4.84  8.86  50.04
C  -2.45  1.12  46.91
C  1.40  5.16  48.94
C  -2.92  10.16  43.63
C  -6.65  8.13  41.82
C  -2.55  2.26  49.05
C  -10.99  7.64  47.95
C  -6.99  9.13  40.76
C  0.13  2.83  41.85
C  -2.18  8.90  45.50
C  -5.02  6.31  38.76
C  -3.64  9.55  50.66
C  -9.27  9.57  48.02
H  -2.80  8.91  50.80
H  -10.19  9.43  49.89
H  1.90  5.89  49.26
H  0.16  5.67  43.62
H  -2.29  2.39  50.01
H  -9.32  10.11  47.05
H  -2.13  11.09  50.04
H  -0.16  2.95  40.63
H  -5.02  6.48  37.65
H  -4.47  0.46  46.84
H  -2.91  3.29  48.82
H  -3.25  11.44  47.84
H  -6.48  6.67  45.71
H  -8.07  8.91  40.28
H  -11.92  9.48  47.25
H  2.29  4.57  48.91
H  -4.51  5.44  42.53
H  -2.54  8.17  46.15
H  -6.39  9.17  39.92
H  -3.68  11.81  49.94
H  -1.35  0.58  48.64
H  -3.29  -0.50  47.78
H  -1.86  0.37  46.53
H  -3.54  7.76  38.85
H  -8.53  8.19  43.13
H  -6.63  4.41  44.08
H  -0.68  7.32  47.62
H  -7.30  2.90  44.88
H  -1.77  5.69  47.53
H  -3.28  7.26  41.33
H  -3.68  10.21  42.97
H  -12.27  9.06  48.98
H  -10.48  10.82  49.09
H  -4.51  3.29  44.48
H  -0.50  3.41  44.45
H  -5.09  2.94  46.31
H  -10.87  6.96  48.87
H  -2.79  1.76  46.06
H  -1.63  12.03  43.05
H  -6.92  8.04  43.84
H  0.58  1.93  41.97
H  -7.05  4.35  47.06
H  -6.92  7.19  41.52
H  -0.09  4.06  49.81
H  0.75  4.99  50.89
H  -6.66  10.23  43.63
H  -1.81  5.49  49.67
H  -11.34  6.98  47.19
H  -8.34  10.44  43.54
H  -5.73  9.36  50.50
H  -5.85  4.17  41.23
H  -1.91  4.33  44.33
H  -0.89  5.45  42.51
H  -8.10  5.25  46.08
H  -4.97  7.65  49.96
H  -8.22  9.83  48.67
H  0.97  4.84  41.52
H  -1.07  2.29  47.75
H  1.51  3.73  42.95
H  -0.68  6.63  50.20
H  -6.25  6.42  47.17
H  -0.34  9.61  46.49
H  -5.61  8.31  42.20
H  -2.63  9.94  48.29
H  -3.67  9.97  51.71
H  -3.99  8.44  44.51

Entry 2:
ORCA calculation (wB97M-V/def2-TZVPD) on a structure of composition C40H66Ge2N4O5PS4SiTi at a distorted geometry.

## Properties
- E_HOMO (spin up / spin down) (hartree) = -0.12374 / -0.16318
- spin multiplicity = 3
- gap between HOMO and LUMO (spin up / spin down) (Ha) = 0.1804 / 0.2197
- net charge = -1
- energy (eV) = -255405.96899
- energy relative to the best compared isomer or geometry (same formula, charge and spin) (kJ/mol) = 80.56

Geometry (Å):
Ge  0.36  -0.01  -2.54
Ge  1.30  3.36  -1.36
Ti  0.24  -0.15  0.05
S  1.23  3.59  3.02
S  3.18  3.22  3.06
S  1.96  1.48  -0.41
S  3.64  1.29  2.92
P  1.04  0.13  3.28
Si  -1.74  -3.36  1.01
O  -1.06  1.06  0.42
O  3.32  -2.57  0.85
O  1.50  -1.51  0.14
O  3.58  -6.60  -2.38
O  1.58  -6.65  -3.55
N  0.98  -0.19  6.09
N  1.63  -2.16  4.82
N  -0.70  -1.51  4.96
N  -3.28  1.73  0.04
C  -0.87  5.40  -1.14
C  3.03  5.85  -1.64
C  3.07  -4.55  -1.11
C  -0.34  4.07  -0.60
C  2.79  -5.53  -2.01
C  -2.67  -4.32  -0.30
C  1.60  -5.57  -2.71
C  3.28  -0.46  -3.01
C  0.90  5.27  -4.19
C  -4.12  0.68  2.74
C  0.89  -3.61  -1.62
C  0.51  1.69  -3.54
C  -0.32  -4.47  1.55
C  0.31  -2.66  4.87
C  -2.16  1.64  0.88
C  2.83  -7.33  -3.35
C  -4.23  0.61  0.16
C  2.09  -3.56  -0.92
C  -2.90  -3.32  2.52
C  1.19  0.81  5.03
C  -2.47  0.13  -3.23
C  1.51  3.49  -5.65
C  0.62  -4.63  -2.54
C  2.37  -2.50  0.10
C  1.91  -1.32  5.98
C  -0.35  -0.66  6.17
C  -1.42  -1.63  0.49
C  -1.24  -0.76  -3.44
C  -0.65  -0.66  3.71
C  -3.48  2.06  2.96
C  0.96  2.92  -3.26
C  -2.15  2.28  2.22
C  1.37  5.73  -6.51
C  1.63  4.38  -6.70
C  2.81  4.51  -0.94
C  1.01  6.17  -5.25
C  1.88  -0.88  -3.47
C  1.93  -1.49  3.54
C  1.13  3.91  -4.37
C  -5.00  0.58  1.48
H  3.38  -7.35  -4.29
H  -3.76  2.61  0.20
H  1.45  6.43  -7.34
H  1.65  -2.16  2.72
H  -2.60  0.40  -2.18
H  -2.03  -4.50  -1.17
H  1.73  -0.61  -4.52
H  -0.50  -1.30  7.05
H  -3.66  -0.31  0.04
H  2.64  -8.34  -2.98
H  1.78  -1.96  -3.41
H  -2.09  -1.02  1.10
H  -3.33  -0.08  2.68
H  2.70  4.66  0.14
H  -1.43  -1.76  -3.05
H  -4.20  2.82  2.66
H  2.92  -0.92  5.89
H  2.19  1.23  5.15
H  0.06  -3.22  3.98
H  0.49  -3.92  2.06
H  -0.30  -4.66  -3.10
H  0.14  -4.97  0.70
H  -5.72  1.41  1.50
H  -2.37  1.08  -3.77
H  -4.93  0.67  -0.68
H  1.84  -1.93  6.88
H  -1.81  -1.52  -0.54
H  3.15  5.74  -2.72
H  -3.58  -2.46  2.48
H  -3.31  2.22  4.03
H  4.05  -0.95  -3.61
H  1.75  2.44  -5.80
H  -1.18  5.33  -2.18
H  0.16  -2.84  -1.44
H  0.81  7.22  -5.07
H  -3.51  -4.23  2.56
H  0.63  5.64  -3.21
H  -1.75  5.72  -0.57
H  3.46  -0.70  -1.97
H  -1.39  0.13  3.84
H  -1.95  3.36  2.15
H  3.42  0.62  -3.11
H  -1.09  3.29  -0.76
H  0.24  1.51  -4.59
H  3.94  6.34  -1.26
H  2.21  6.55  -1.47
H  0.48  1.62  5.14
H  -3.54  -3.76  -0.64
H  -1.30  1.89  2.79
H  1.94  4.02  -7.68
H  -1.63  -1.91  5.07
H  -3.01  -5.30  0.08
H  -4.73  0.43  3.61
H  0.15  -3.27  5.76
H  -1.02  -0.87  -4.51
H  -5.58  -0.34  1.52
H  -0.13  6.21  -1.06
H  3.00  -1.34  3.46
H  3.69  3.87  -1.06
H  -2.36  -3.28  3.48
H  -3.40  -0.34  -3.57
H  -0.69  -5.24  2.24
H  -0.15  4.13  0.47
H  3.99  -4.51  -0.55
H  -1.06  0.17  6.18
H  -0.95  -1.29  2.88